Molecular formula: C42H114N6O21
Method: DFT, wB97M-V/def2-TZVPD

Geometry (Å):
O1 -2.2709 -0.6033 -2.4740
O2 0.0188 2.2059 -0.5719
O3 2.4911 -3.8413 1.9961
O4 -3.7622 -4.0768 2.8404
O5 1.6547 -6.3019 -1.0563
O6 1.9220 3.0727 -7.9665
O7 3.7152 2.4615 -3.0527
O8 0.9345 3.7174 3.4876
O9 -2.2356 -0.0381 4.6612
O10 -3.7179 -5.7939 -2.0495
O11 -1.3334 6.0594 8.7596
O12 -3.9431 4.7943 -1.7896
O13 -0.3811 -6.2617 -3.5841
O14 4.1201 0.7624 1.6641
O15 -1.7715 -2.2003 0.2233
O16 3.8373 -5.8236 3.7093
O17 -3.8050 0.5634 0.0934
O18 1.1688 -0.8810 -5.6405
O19 1.4035 -4.0988 -3.0345
O20 -5.7739 4.2835 0.4919
O21 6.0579 -0.8987 0.2992
N1 -0.5520 2.2812 -6.7636
N2 -1.3113 3.4791 4.7861
N3 0.3077 -0.7118 -1.0226
N4 1.0643 5.0643 6.1598
N5 3.7967 0.0533 -4.9464
N6 -4.1379 -3.7500 -0.0501
C1 -2.0578 2.2784 4.4195
C2 3.3623 2.9229 -8.2029
C3 -2.6442 0.7303 -2.0784
C4 1.9518 -5.1946 2.2896
C5 -0.4478 3.4905 -0.9968
C6 2.4860 -5.1861 -1.1720
C7 -4.3566 4.3617 0.5180
C8 1.4591 5.7205 4.9043
C9 3.0081 -6.2550 2.6409
C10 4.7480 0.3971 -3.8870
C11 -1.7516 -5.8005 -3.5253
C12 0.4476 -1.2120 -4.4962
C13 -0.6417 -2.8317 -0.4126
C14 -3.7340 5.2877 -0.5401
C15 3.6947 3.8227 -2.7561
C16 -0.5966 5.1997 7.9663
C17 4.8796 1.8945 -3.6791
C18 1.3594 2.8788 2.3937
C19 1.9654 4.6866 3.8502
C20 4.6721 -1.3273 0.5190
C21 0.1447 3.5296 -6.4794
C22 3.5418 -1.3876 -5.0028
C23 -6.3280 -4.7280 0.2195
C24 -4.7593 -4.8277 2.1678
C25 1.6404 3.2331 -6.5990
C26 -2.5790 2.4325 2.9488
C27 0.1579 5.9320 6.8957
C28 -5.1810 -3.9919 0.9221
C29 -2.4070 -6.2169 -2.1861
C30 -2.6382 0.8906 -0.6020
C31 -1.7270 -1.2618 5.2245
C32 -1.2667 0.9482 4.6667
C33 -3.1967 -4.7835 3.9736
C34 -2.1568 5.3541 9.6669
C35 0.9984 1.6276 -1.4610
C36 -1.5229 -2.0314 1.6212
C37 0.5815 -2.0029 -0.4341
C38 2.6565 -4.5998 -2.6178
C39 4.2119 -0.6515 1.8209
C40 -0.2660 3.8102 -5.0559
C41 2.3513 -1.5648 -5.9597
C42 1.3073 0.2456 -0.8575
H1 3.6140 2.8667 -9.2620
H2 2.2910 2.3663 2.6337
H3 -1.0057 -1.7028 4.5364
H4 1.8772 2.2636 -1.3547
H5 -5.9747 3.8900 1.3442
H6 0.0772 3.0419 -4.3630
H7 0.6391 1.6758 -2.4889
H8 -4.4255 -3.1698 -0.8252
H9 -3.6691 0.9545 -2.3740
H10 -5.8755 -5.4654 -0.4436
H11 -0.2517 4.3008 -7.1398
H12 -1.2037 4.4348 7.4822
H13 -0.9564 -3.2664 -1.3614
H14 0.9268 -4.8654 -3.3611
H15 -1.3477 3.9281 -4.9921
H16 -0.6443 3.5172 -2.0686
H17 2.3803 5.1738 2.9678
H18 3.7887 2.0753 -7.6665
H19 -0.2550 -0.4200 -4.2371
H20 -3.8866 -4.9479 4.8013
H21 -1.3629 -0.7978 -2.2304
H22 0.0150 -2.1955 -4.6797
H23 -4.0922 6.3124 -0.4411
H24 2.9001 0.4650 -4.7300
H25 -3.9807 3.3415 0.4402
H26 0.2350 4.7061 -4.6890
H27 -3.3277 -3.3516 0.4026
H28 3.4958 -5.4368 -0.8471
H29 1.3499 -5.0921 3.1925
H30 3.9813 3.7314 -7.8140
H31 -3.3520 3.1928 2.8373
H32 3.2726 -1.0606 2.1931
H33 -2.4924 -1.7713 2.0462
H34 -2.9259 -5.7862 3.6429
H35 2.6597 -1.1327 -6.9117
H36 5.7456 2.1582 -3.0720
H37 2.2299 -0.2066 -1.2213
H38 -1.3706 3.7304 -0.4687
H39 -2.6007 -1.9060 5.3237
H40 1.1505 -1.2963 -3.6674
H41 6.7208 -1.4512 0.7199
H42 -0.4443 -0.3795 -0.4359
H43 4.0325 3.8900 -1.7220
H44 0.8705 -6.0190 -1.5323
H45 -1.7534 0.4332 -0.1591
H46 -2.2898 -7.2767 -1.9599
H47 3.3816 -3.7921 -2.5181
H48 2.1497 -4.3650 -0.5389
H49 -0.0086 1.8942 -7.5218
H50 2.6426 4.1074 -2.7729
H51 2.2286 6.4311 5.2060
H52 2.1233 -2.6306 -5.9721
H53 -0.6091 6.4056 6.2829
H54 4.4193 -1.9140 -5.3783
H55 1.5179 0.2934 0.2109
H56 -0.4499 -3.7295 0.1750
H57 -1.9237 4.2814 4.7495
H58 4.2627 -6.6322 4.0040
H59 -2.8360 5.9944 10.2297
H60 -0.9375 -1.1166 1.7130
H61 -2.6677 5.4125 -0.3516
H62 0.6368 2.0759 2.2478
H63 2.3113 3.9457 -6.1193
H64 -3.6901 -5.0940 -1.3930
H65 2.4172 -7.0794 3.0400
H66 -4.7507 4.2769 -1.7501
H67 3.4114 -1.8005 -4.0025
H68 -7.0499 -5.2372 0.8580
H69 -0.5720 3.6106 4.1105
H70 -1.3397 -1.1045 6.2311
H71 0.2851 4.2817 -0.8386
H72 0.6758 4.1648 5.9146
H73 -0.4268 -7.1574 -3.9265
H74 3.5485 -6.6480 1.7796
H75 0.6839 6.8276 7.2263
H76 -2.8644 2.1544 5.1420
H77 0.0946 4.6750 8.6259
H78 -1.8611 -5.7988 -1.3403
H79 -1.7459 2.7745 2.3347
H80 -1.1654 -2.8582 2.2349
H81 4.6443 -2.4159 0.5658
H82 4.9844 -0.8710 2.5579
H83 1.4788 3.4290 1.4603
H84 -2.3771 -4.1754 4.3565
H85 -0.6533 0.7790 3.7817
H86 4.0307 -1.0902 -0.3298
H87 -0.7753 0.9482 5.6396
H88 -2.9061 1.4554 2.5932
H89 -5.4303 -2.9782 1.2358
H90 -4.3769 -5.8281 1.9650
H91 -2.7398 4.6117 9.1219
H92 -1.9660 1.4814 -2.4836
H93 -1.5286 4.8276 10.3854
H94 4.2172 4.4293 -3.4958
H95 1.2921 -5.5133 1.4826
H96 2.9133 -3.4149 2.7455
H97 2.8056 4.1503 4.2913
H98 -1.7829 -4.7121 -3.5762
H99 -3.6291 -0.3456 0.3471
H100 5.7308 0.0695 -4.2259
H101 -2.3425 -6.0397 -4.4094
H102 2.9450 -5.3364 -3.3677
H103 1.4133 -2.5628 -0.8615
H104 5.0378 1.0316 1.5815
H105 -0.2964 1.6178 -6.0462
H106 0.6417 6.2997 4.4747
H107 -5.5269 -4.9231 2.9358
H108 -4.1604 4.8863 1.4531
H109 5.0786 2.4508 -4.5951
H110 4.5427 -0.0933 -2.9354
H111 -6.8903 -4.0488 -0.4213
H112 1.9414 2.2815 -6.1609
H113 0.8175 -1.8024 0.6110
H114 -2.6541 1.9635 -0.4100

Properties
Charge: 0
SMILES: COC[C@H](C)N.COC[C@H](C)N.COC[C@H](C)N.COCCNCCOC.COCCNCCOC.COCCNCCOC.OCCO.OCCO.OCCO.OCCO.OCCO.OCCO
ΔE to the lowest compared entry with this formula, charge and spin in kJ/mol: 258.0


Molecular formula: C42H114O15
Method: DFT, wB97M-V/def2-TZVPD

Geometry (Å):
O1 -2.1530 0.6177 2.7788
O2 -3.4311 -1.0652 -3.8600
O3 -0.9472 4.3371 1.0391
O4 -1.6651 4.9679 -1.6844
O5 3.4757 0.6925 5.7461
O6 -5.6002 2.1336 -0.3156
O7 3.8128 3.1928 -4.9179
O8 3.3230 1.8395 2.8935
O9 3.2943 -6.4970 1.4667
O10 -0.7939 -5.3913 -0.4681
O11 1.4901 -4.4924 -2.4153
O12 -4.6960 -0.5044 0.9018
O13 -3.2172 -2.3155 3.7213
O14 5.1249 1.9588 -2.8075
O15 1.0783 2.1224 1.0848
C1 -3.5815 0.3512 -3.8925
C2 2.3615 1.2823 -5.6897
C3 4.2946 0.1510 -1.3493
C4 2.8880 2.6770 -5.9971
C5 -2.3232 -3.3642 4.0252
C6 3.7123 -1.2386 4.2795
C7 3.3392 -5.0588 1.4508
C8 -2.6917 1.6579 3.6295
C9 -0.7396 5.1002 -2.8098
C10 -1.6914 1.9873 4.7478
C11 0.2199 1.0980 0.6115
C12 -2.2373 -3.5090 5.5268
C13 -2.2348 0.9046 -4.4411
C14 1.9358 -4.4354 1.7103
C15 -4.0779 1.3144 4.1254
C16 0.1626 -2.4379 -2.3308
C17 5.8741 -0.2335 -3.2075
C18 -5.6078 -1.6342 -0.9393
C19 -2.5192 -6.9732 -1.1843
C20 -0.0016 1.2479 -0.8761
C21 3.6505 2.7679 -7.2690
C22 -4.6759 4.2868 0.0479
C23 0.8724 -0.2643 0.9940
C24 5.4348 0.6888 -2.0957
C25 -0.6399 6.8558 1.0986
C26 2.0528 -2.9468 -4.0272
C27 -0.9934 -2.9787 3.3862
C28 4.0909 2.4979 1.9534
C29 -4.4910 -1.6544 0.1240
C30 -4.8477 0.6660 -4.6835
C31 -2.9490 -5.4054 0.6719
C32 1.5799 -3.1187 -2.5871
C33 -2.2470 -5.5649 -0.6077
C34 -4.3760 2.8696 -0.3044
C35 0.6157 5.6591 -2.2271
C36 -3.1481 -1.6837 -0.5642
C37 4.0276 -4.5763 0.1773
C38 5.5566 1.9431 1.8154
C39 -0.9206 5.5250 1.8739
C40 1.6943 -0.8184 5.6645
C41 3.1778 -0.7468 5.6234
C42 0.1771 5.2963 2.9490
H1 4.0113 0.7932 -0.4962
H2 0.9008 1.0328 -1.5239
H3 -2.1239 2.7722 5.3614
H4 -3.8312 4.8841 -0.0351
H5 -1.4155 0.8252 -3.6621
H6 0.4323 6.8500 0.8444
H7 1.2512 -4.5409 0.8941
H8 6.7133 0.1351 -3.8048
H9 -0.1610 -3.6023 3.5890
H10 -3.0264 -2.6342 -1.0518
H11 -1.1419 -2.9456 2.3014
H12 -0.7633 2.3549 4.4286
H13 1.2322 5.9308 -3.0670
H14 -3.7129 0.7962 -2.9129
H15 -0.7858 1.1143 1.0626
H16 3.2409 -0.6853 3.4813
H17 -1.2129 4.6529 0.1815
H18 5.5435 1.0796 1.1038
H19 3.9966 -4.8329 2.2983
H20 -5.5408 -2.4615 -1.6426
H21 1.3367 -0.4526 6.6637
H22 -0.6245 -1.9527 3.6249
H23 4.2827 1.8791 -7.3295
H24 -2.6376 -1.3129 -3.3943
H25 0.3894 6.4908 -1.5399
H26 -3.6249 2.4789 0.4059
H27 0.0591 -0.9888 0.9305
H28 1.2308 -0.1532 2.0312
H29 1.2373 -3.1408 -4.6737
H30 -0.3326 2.3302 -1.0451
H31 2.4523 1.8170 2.5160
H32 -0.8075 0.5800 -1.2352
H33 -2.1684 -2.5287 6.0078
H34 6.2298 0.9456 -1.4303
H35 -2.5857 4.6867 -1.8931
H36 -2.2927 -0.2380 3.2500
H37 -2.2265 -1.6094 0.0493
H38 -1.9425 0.2830 -5.2559
H39 -2.2978 -7.7406 -0.4915
H40 4.7961 -1.1543 4.0466
H41 2.9319 -3.5376 -4.2789
H42 -2.5068 -4.7830 -1.2900
H43 -1.1730 5.7750 -3.5628
H44 -0.3899 -6.0870 0.1346
H45 -3.0964 -0.9173 -1.3118
H46 1.1599 4.9349 -1.5479
H47 -1.9083 -7.2956 -2.0258
H48 0.9875 4.8539 2.3942
H49 1.4438 -1.8685 5.5222
H50 1.7759 -0.5072 0.3704
H51 -0.4835 -2.9468 -3.0406
H52 -0.1217 4.5156 3.7120
H53 2.3194 -2.6097 -1.9360
H54 3.6067 1.0417 4.8291
H55 -0.1827 -2.6135 -1.3050
H56 0.1447 -1.3582 -2.4911
H57 1.5017 -4.9593 2.5306
H58 2.1478 3.4169 -5.8477
H59 4.3653 -3.5417 0.2620
H60 1.8039 1.1873 -4.7640
H61 6.2536 -1.1635 -2.7522
H62 -4.7518 1.2795 3.3042
H63 0.4308 6.2180 3.4249
H64 5.0628 -0.5741 -3.8741
H65 3.1580 0.4867 -5.7749
H66 -4.1292 0.3992 4.6984
H67 0.8277 -4.6047 -1.6926
H68 -0.8285 7.6678 1.8180
H69 3.5306 -2.2982 4.2942
H70 -2.7905 -4.3334 0.9764
H71 -3.9001 2.8175 -1.2930
H72 4.3585 3.5912 -7.3780
H73 -1.9555 5.5176 2.3086
H74 2.3080 -1.8769 -4.1345
H75 -5.7230 0.4131 -4.0866
H76 -1.3625 -4.1903 5.8342
H77 -3.5393 -7.0707 -1.4646
H78 4.2675 2.4791 -4.4699
H79 -5.5831 -0.6948 -1.5385
H80 -0.6916 4.1509 -3.3277
H81 -2.3680 1.9518 -4.6066
H82 -1.6112 1.0874 5.3428
H83 -4.9839 0.2218 -5.6478
H84 3.6649 2.5481 0.9534
H85 5.9746 1.4806 2.7438
H86 3.6434 -1.2435 6.4641
H87 -5.3514 4.7612 -0.7813
H88 -5.4390 1.2251 -0.0363
H89 1.6415 0.9237 -6.3849
H90 -6.5961 -1.5845 -0.4420
H91 -2.8234 2.4989 2.9251
H92 -4.0806 -2.3304 4.1310
H93 -4.5423 -2.5143 0.7753
H94 3.0156 2.7784 -8.1937
H95 4.7312 -0.7881 -0.9472
H96 4.9275 -5.1460 0.0047
H97 1.2540 -0.2743 4.8475
H98 2.0824 -3.3918 1.9599
H99 -2.4292 -6.0887 1.3579
H100 2.9947 -6.7484 0.5879
H101 3.4433 0.0278 -2.0205
H102 -4.0766 -0.6157 1.6329
H103 -3.1449 -3.8918 5.9177
H104 -4.4072 2.1858 4.7027
H105 -2.5846 -4.3024 3.5720
H106 6.3109 2.6603 1.4671
H107 3.4498 -4.5561 -0.7073
H108 4.6948 2.5600 -2.1733
H109 -4.0461 -5.5427 0.6839
H110 -4.8742 1.7151 -4.9095
H111 4.2173 3.5100 2.2266
H112 -5.2091 4.4343 1.0109
H113 0.6066 2.9728 1.0182
H114 -1.2521 7.0425 0.1457

Properties
Charge: 0
ΔE to the lowest compared entry with this formula, charge and spin in kJ/mol: 24.3


Kohn-Sham gap list, top to bottom, in eV: 8.61; 9.88
HOMO list, top to bottom, in eV: -8.41; -9.54